Below is C2H2FO3S as an isolated structure, with properties calculated with wB97M-V/def2-TZVPD.

Summary:
- Energy: -801.0857 hartree
- Relative energy (zero: lowest compared OMol25 entry of this formula, charge and spin): 97.4 kcal per mole
- Gap between HOMO and LUMO (alpha / beta): 8.02 / 7.01 eV
- Charge: -1
- Highest occupied orbital energy (alpha / beta): -4.22 / -4.00 eV
- Multiplicity: 1

The geometry in XYZ format:
```
9
C2H2FO3S wB97M-V/def2-TZVPD
C -0.67152 0.53307 -1.10275
C 1.36861 1.00879 1.97358
O -0.85441 -3.05755 -0.11586
O 0.93957 -0.06553 1.64692
O -0.86795 -0.72268 -0.80095
F 1.55005 1.96580 0.58367
S -0.25804 -1.72706 0.28421
H 0.27018 0.91022 -0.85989
H -1.47647 1.15493 -1.60893
```

=====

Below is a 3-piece molecular cluster, C2H2FO4 overall, with properties calculated with wB97M-V/def2-TZVPD.

Summary:
- Energy: -478.3433 hartree
- Relative energy (zero: lowest compared OMol25 entry of this formula, charge and spin): 11.1 kcal per mole
- Gap between HOMO and LUMO: 9.41 eV
- Charge: -1
- Highest occupied orbital energy: -5.49 eV
- Multiplicity: 1

The geometry in XYZ format:
```
9
C2H2FO4 wB97M-V/def2-TZVPD
C -0.42804 -0.11841 -0.02269
C 1.68534 -2.15090 1.32568
O 0.36590 0.87963 0.00820
O -1.18615 -0.22981 1.15028
O 2.67511 -1.63674 1.06444
O -0.56496 -1.07353 -0.77460
F 1.16227 1.88464 -1.98705
H -1.73813 -1.05415 1.06752
H 0.80313 1.15471 -1.29338
```

=====

Below is an isolated molecule of C2H2FOP, with properties calculated with wB97M-V/def2-TZVPD.

Summary:
- Energy: -593.8047 hartree
- Relative energy (zero: lowest compared OMol25 entry of this formula, charge and spin): 21.5 kcal per mole
- Gap between HOMO and LUMO: 8.95 eV
- Highest occupied orbital energy: -9.64 eV
- Multiplicity: 1

The geometry in XYZ format:
```
7
C2H2FOP wB97M-V/def2-TZVPD
C 0.31149 -0.79644 -0.14269
C -0.82512 0.11063 -0.09116
O 0.70320 -2.00130 -0.02815
F 1.54954 1.07047 0.88364
P 1.00171 0.77392 -0.65875
H -1.68942 0.11220 -0.72697
H -1.05140 0.73053 0.76408
```

=====

Below is C2H2FOPm as an isolated structure, with properties calculated with wB97M-V/def2-TZVPD.

Summary:
- Energy: -859.5391 hartree
- Gap between HOMO and LUMO (alpha / beta): 4.74 / 10.41 eV
- Charge: +3
- Highest occupied orbital energy (alpha / beta): -22.98 / -26.52 eV
- Multiplicity: 6

The geometry in XYZ format:
```
7
C2H2FOPm wB97M-V/def2-TZVPD
H 1.25192 0.60879 0.96403
C 1.08608 -0.19891 0.24704
C 0.71093 -1.43191 0.74858
O 0.20676 -2.37078 1.12178
Pm -3.05494 2.42068 -1.58722
F -1.65337 1.13396 -0.71245
H 1.45261 -0.16183 -0.78177
```

=====

Below is C2H2FOSc as an isolated structure, with properties calculated with wB97M-V/def2-TZVPD.

Summary:
- Energy: -1012.3176 hartree
- Relative energy (zero: lowest compared OMol25 entry of this formula, charge and spin): 28.2 kcal per mole
- Gap between HOMO and LUMO (alpha / beta): 6.68 / 6.68 eV
- Charge: +2
- Highest occupied orbital energy (alpha / beta): -19.09 / -19.09 eV
- Multiplicity: 1

The geometry in XYZ format:
```
7
C2H2FOSc wB97M-V/def2-TZVPD
O 0.77254 -0.78172 -0.95507
C -0.28334 -0.58554 -0.39674
C -0.73163 0.05912 0.72138
H -1.09112 -0.58769 1.52997
F -1.60430 1.07299 0.54892
Sc 2.83506 -0.27333 -0.71985
H 1.71245 0.49388 0.70877
```

=====

Below is C2H2FOSm as an isolated structure, with properties calculated with wB97M-V/def2-TZVPD.

Summary:
- Energy: -910.2346 hartree
- Gap between HOMO and LUMO (alpha / beta): 5.64 / 7.92 eV
- Highest occupied orbital energy (alpha / beta): -5.83 / -8.39 eV
- Multiplicity: 8

The geometry in XYZ format:
```
7
C2H2FOSm wB97M-V/def2-TZVPD
C 0.27265 -0.19511 -0.03258
C -0.35609 0.70298 0.67978
O 0.02137 -1.33091 -0.59733
H -0.03901 1.74050 0.53683
H 0.82669 -1.17718 -1.61394
Sm -2.14911 0.18597 2.46807
F 1.42350 0.07375 -1.44083
```

=====

Below is C2H2FOTb as an isolated structure, with properties calculated with wB97M-V/def2-TZVPD.

Summary:
- Energy: -1076.0994 hartree
- Relative energy (zero: lowest compared OMol25 entry of this formula, charge and spin): 5.2 kcal per mole
- Gap between HOMO and LUMO (alpha / beta): 7.37 / 10.38 eV
- Charge: +2
- Highest occupied orbital energy (alpha / beta): -21.18 / -21.31 eV
- Multiplicity: 7

The geometry in XYZ format:
```
7
C2H2FOTb wB97M-V/def2-TZVPD
F 3.51593 -0.89573 0.28927
O -0.00236 1.07154 0.32179
Tb 1.76294 -1.86995 0.16849
C -0.18906 -0.19619 0.01279
C -1.38945 0.57211 -0.16461
H -2.15131 0.57985 0.61462
H -1.54669 0.73836 -1.24235
```

=====

Below is C2H2GdO2P as an isolated structure, with properties calculated with wB97M-V/def2-TZVPD.

Summary:
- Energy: -1334.1844 hartree
- Gap between HOMO and LUMO (alpha / beta): 8.44 / 6.90 eV
- Charge: +2
- Highest occupied orbital energy (alpha / beta): -18.89 / -18.72 eV
- Multiplicity: 8

The geometry in XYZ format:
```
8
C2H2GdO2P wB97M-V/def2-TZVPD
P -1.65439 1.51316 0.36381
O -2.31566 0.21147 -0.13180
C 1.41558 -0.23995 -0.45328
H 2.10950 0.60859 -0.46407
H 1.85322 -1.18236 -0.78843
C 0.32905 -0.25900 0.34175
O -0.12327 1.08290 0.63118
Gd -1.61401 -1.73482 0.50084
```

=====

Below is a 2-piece molecular cluster, C2H2I2 overall, with properties calculated with wB97M-V/def2-TZVPD.

Summary:
- Energy: -672.6963 hartree
- Relative energy (zero: lowest compared OMol25 entry of this formula, charge and spin): 32.0 kcal per mole
- Gap between HOMO and LUMO: 9.88 eV
- Highest occupied orbital energy: -9.74 eV
- Multiplicity: 1

The geometry in XYZ format:
```
6
C2H2I2 wB97M-V/def2-TZVPD
C 1.22909 -1.29272 0.78176
C 0.01121 -1.28713 0.74934
I -0.26384 3.06588 -1.84248
I -2.00173 -1.52301 0.49509
H -1.28701 2.28552 -1.01111
H 2.31229 -1.24854 0.82740
```

=====

Below is C2H2I4 as an isolated structure, with properties calculated with wB97M-V/def2-TZVPD.

Summary:
- Energy: -1268.1289 hartree
- Relative energy (zero: lowest compared OMol25 entry of this formula, charge and spin): 11.2 kcal per mole
- Gap between HOMO and LUMO: 8.37 eV
- Highest occupied orbital energy: -9.27 eV
- Multiplicity: 1

The geometry in XYZ format:
```
8
C2H2I4 wB97M-V/def2-TZVPD
C 0.36002 -0.41193 -0.03111
C 2.12256 0.03821 -0.02916
I -0.04686 -2.56283 0.14125
I 2.19305 2.16470 -0.13957
I 3.17983 -0.82612 -1.67896
I 2.78904 -0.72033 1.80919
H -0.07493 -0.13254 -0.98118
H -0.24411 -0.08017 0.81884
```